# 1
DFT (ωB97M-V/def2-TZVPD) results for C17H40N8OSi2TeTi as an isolated structure.

Values from the calculation:
Charge: +3
HOMO-LUMO gap (spin up / spin down): 7.382 / 7.754 eV
HOMO energy (spin up / spin down): -17.476 / -17.460 eV
2S+1: 2
Relative energy (zero: lowest compared OMol25 entry of this formula, charge and spin): 85.6 kJ/mol

Last column: Löwdin spin population.
Atoms and positions in Å:
Te1 -0.56 -2.21 1.98  -0.02
Ti1 -0.74 0.15 0.56  0.99
Si1 -3.86 -1.18 2.55  0.00
Si2 0.87 -2.16 5.06  0.00
O1 -2.35 -0.02 -0.44  0.00
N1 -0.21 1.87 -1.00  0.01
N2 -3.94 -0.48 -1.95  0.00
N3 1.08 0.69 1.46  0.00
N4 1.02 0.56 -2.25  0.00
N5 -3.83 1.62 -0.98  0.00
N6 1.09 1.80 -2.71  0.00
N7 2.25 0.03 1.21  0.00
N8 0.24 0.63 -1.24  0.01
C1 -4.46 -1.54 4.25  0.00
C2 0.33 2.60 -1.95  0.00
C3 1.01 -1.06 6.52  0.00
C4 -3.01 0.52 2.58  0.01
C5 1.85 2.14 -3.96  0.00
C6 2.84 1.92 2.15  0.00
C7 -2.66 -2.57 2.03  0.00
C8 -0.30 2.46 -5.24  0.00
C9 -5.24 -1.13 1.31  0.00
C10 3.30 0.74 1.61  0.00
C11 1.00 0.31 -5.50  0.00
C12 0.16 -3.82 5.41  0.00
C13 -3.38 0.39 -1.12  0.00
C14 1.46 1.85 2.03  0.00
C15 -0.38 -1.28 3.89  0.01
C16 2.49 -2.31 4.16  0.00
C17 1.08 1.81 -5.23  0.00
H1 -0.75 -3.76 6.01  0.00
H2 2.39 -2.81 3.19  0.00
H3 -2.74 -3.40 2.73  0.00
H4 4.30 0.34 1.50  0.00
H5 -0.25 3.54 -5.04  0.00
H6 -2.05 0.61 2.04  0.01
H7 -1.38 -1.39 4.32  0.00
H8 -5.09 -2.44 4.24  0.00
H9 2.25 -0.90 0.81  0.00
H10 -0.96 2.00 -4.50  0.00
H11 3.18 -2.92 4.74  0.00
H12 0.72 2.57 2.34  0.00
H13 -2.90 -2.96 1.05  0.00
H14 2.06 3.21 -3.88  0.00
H15 -6.18 -1.41 1.79  0.00
H16 1.61 -1.52 7.31  0.00
H17 -4.76 -0.26 -2.49  0.00
H18 -3.38 2.25 -0.33  0.00
H19 2.00 -0.15 -5.54  0.00
H20 1.49 -0.12 6.24  0.00
H21 0.03 -0.83 6.95  0.00
H22 -5.07 -0.72 4.65  0.00
H23 1.68 2.27 -6.01  0.00
H24 -5.40 -0.13 0.90  0.00
H25 -3.56 -1.41 -2.00  0.00
H26 2.95 -1.33 4.03  0.00
H27 -0.17 -0.22 3.77  0.00
H28 -5.08 -1.83 0.49  0.00
H29 0.86 -4.46 5.95  0.00
H30 3.42 2.72 2.57  0.00
H31 -3.64 -1.71 4.94  0.00
H32 -0.77 2.34 -6.21  0.00
H33 2.79 1.60 -3.89  0.00
H34 -0.09 -4.35 4.48  0.00
H35 -3.67 1.27 2.14  0.00
H36 0.42 -0.21 -4.73  0.00
H37 0.51 0.13 -6.45  0.00
H38 -2.76 0.84 3.59  0.00
H39 -4.64 1.96 -1.49  0.00
H40 0.21 3.66 -2.11  0.00

---

# 2
DFT (ωB97M-V/def2-TZVPD) results for C17H40NOP3Pr as an isolated structure.

Values from the calculation:
Charge: +3
HOMO-LUMO gap (spin up / spin down): 5.531 / 5.870 eV
HOMO energy (spin up / spin down): -15.871 / -15.883 eV
2S+1: 3
Relative energy (zero: lowest compared OMol25 entry of this formula, charge and spin): 0.0 kJ/mol

Last column: Löwdin spin population.
Atoms and positions in Å:
Pr1 1.18 -1.06 -0.68  2.05
P1 -1.57 1.66 0.75  0.00
P2 1.48 -1.89 2.30  -0.01
P3 -1.65 -2.59 0.28  0.00
O1 0.73 0.88 -1.67  -0.02
N1 1.18 -3.37 -1.76  0.00
C1 3.28 2.37 -4.03  0.00
C2 -1.70 -4.41 -0.08  0.00
C3 -0.23 2.53 -3.06  -0.01
C4 -0.08 3.81 -3.61  0.00
C5 0.55 2.17 -1.93  0.00
C6 2.19 -0.49 3.30  0.00
C7 1.36 3.15 -1.28  0.00
C8 -3.15 2.12 0.03  0.00
C9 -2.98 -2.08 -0.85  0.00
C10 3.84 1.96 -2.88  0.00
C11 0.56 4.81 -2.89  -0.01
C12 1.34 4.47 -1.75  0.00
C13 -2.72 -2.73 1.78  0.00
C14 2.81 -3.16 2.28  0.00
C15 -1.55 0.85 2.34  0.00
C16 0.32 -2.60 3.52  0.00
C17 -0.88 3.31 1.01  0.00
H1 0.74 -2.93 4.49  0.00
H2 -0.82 1.74 -3.52  0.00
H3 -3.95 1.46 0.37  0.00
H4 2.36 -4.14 2.07  0.00
H5 2.95 1.62 -4.78  0.00
H6 -3.95 -2.51 -0.53  0.00
H7 3.49 -2.94 1.47  0.00
H8 -0.18 -3.49 3.10  0.00
H9 1.93 -3.48 -2.45  0.00
H10 2.00 5.29 -1.37  0.00
H11 2.88 -0.81 4.12  0.00
H12 0.55 5.87 -3.16  0.00
H13 -0.82 3.82 0.04  0.00
H14 -0.89 -4.91 0.46  0.00
H15 -1.19 1.55 3.09  0.00
H16 -1.60 -4.58 -1.16  0.00
H17 0.12 3.22 1.47  0.00
H18 -3.06 -0.98 -0.86  0.00
H19 1.37 0.11 3.75  0.00
H20 -2.76 -2.43 -1.87  0.00
H21 -1.65 3.81 1.64  0.00
H22 -2.60 -1.91 2.51  0.00
H23 0.28 -3.55 -2.20  0.00
H24 -0.50 -1.91 3.78  0.00
H25 3.41 -3.25 3.19  0.00
H26 -3.78 -2.75 1.46  0.00
H27 4.44 1.03 -2.81  0.00
H28 -0.52 4.08 -4.58  0.00
H29 -2.52 -3.69 2.30  0.00
H30 1.29 -4.13 -1.08  0.00
H31 2.74 0.17 2.61  0.00
H32 3.98 2.67 -2.06  0.00
H33 3.41 3.41 -4.46  0.00
H34 1.96 2.81 -0.42  0.00
H35 -0.84 1.03 -0.28  0.00
H36 -3.35 3.15 0.38  0.00
H37 -2.66 -4.81 0.26  0.00
H38 -3.13 2.16 -1.06  0.00
H39 -0.90 -0.05 2.38  0.00
H40 -2.57 0.55 2.60  0.00

---

# 3
DFT (ωB97M-V/def2-TZVPD) results for a 6-piece molecular cluster, C17H41Cl2N6O13P overall.

Values from the calculation:
SMILES: C[C@H](O)CO[C@H](NP(C)C)[C@@H](C)OC[C@@H](Cl)[C@@H](C)Cl.C[N+](=O)[O-].C[N+](=O)[O-].C[N+](=O)[O-].C[N+](=O)[O-].C[N+](=O)[O-]
HOMO-LUMO gap: 7.544 eV
HOMO energy: -7.685 eV
2S+1: 1

Last column: Mulliken charge in e.
Atoms and positions in Å:
Cl1 2.07 -4.91 -2.22  -0.20
Cl2 1.33 -5.24 0.99  -0.19
P1 -3.24 -0.96 -1.02  0.97
O1 7.75 -5.93 0.25  -0.52
O2 1.51 1.95 3.62  -0.56
O3 4.01 4.99 1.41  -0.49
O4 -0.82 -2.38 0.31  -0.43
O5 -6.12 3.59 -0.81  -0.51
O6 -4.87 -0.58 1.83  -0.49
O7 5.71 5.67 2.55  -0.53
O8 -7.96 2.97 0.12  -0.53
O9 -0.45 0.78 -1.53  -0.20
O10 5.75 -5.92 1.07  -0.51
O11 1.35 4.04 3.11  -0.50
O12 -6.12 0.31 0.33  -0.50
O13 -0.34 3.37 -2.05  -0.62
N1 1.95 3.08 3.57  0.93
N2 -1.76 -1.13 -1.94  -0.25
N3 -5.56 0.32 1.41  0.90
N4 -7.24 3.14 -0.85  0.92
N5 5.07 5.57 1.52  0.86
N6 6.68 -6.45 0.50  0.85
C1 -3.80 -2.72 -0.94  -1.24
C2 -0.18 -3.41 -0.42  -1.08
C3 3.74 -3.65 -0.46  -1.49
C4 -7.77 2.77 -2.19  -0.68
C5 -0.95 -0.16 1.15  -1.92
C6 5.65 6.22 0.31  -0.72
C7 1.24 -3.69 0.09  0.18
C8 6.51 -7.87 0.07  -0.70
C9 -0.52 -0.64 -1.39  -1.15
C10 2.31 -3.62 -0.98  0.55
C11 -0.31 -1.07 0.09  0.99
C12 1.08 3.20 -0.03  -1.08
C13 3.32 3.29 4.11  -0.73
C14 0.85 2.82 -1.50  0.27
C15 0.85 1.30 -1.74  -0.60
C16 -5.71 1.53 2.27  -0.66
C17 -4.29 -0.36 -2.43  -1.44
H1 -4.42 0.72 -2.36  0.25
H2 -3.89 -3.01 0.11  0.27
H3 -7.76 3.66 -2.80  0.31
H4 2.09 3.58 0.12  0.20
H5 7.29 -8.45 0.56  0.28
H6 -1.40 0.72 0.69  0.30
H7 -7.09 2.03 -2.60  0.20
H8 4.08 -4.68 -0.35  0.38
H9 -3.86 -0.59 -3.41  0.45
H10 1.56 0.83 -1.04  0.37
H11 1.19 1.07 -2.76  0.32
H12 -4.71 1.91 2.44  0.28
H13 3.81 -3.17 0.51  0.37
H14 -1.73 -0.71 1.66  0.43
H15 6.63 5.77 0.15  0.28
H16 -0.97 3.53 -1.34  0.32
H17 4.98 6.04 -0.52  0.31
H18 5.52 -8.19 0.36  0.31
H19 3.98 2.62 3.57  0.29
H20 -0.21 0.16 1.88  0.33
H21 -4.76 -2.87 -1.42  0.46
H22 1.50 -2.95 0.84  0.35
H23 -0.17 -3.17 -1.48  0.34
H24 4.41 -3.14 -1.15  0.39
H25 -0.80 -4.29 -0.29  0.54
H26 2.12 -2.70 -1.54  0.09
H27 1.66 3.22 -2.11  0.41
H28 -5.27 -0.83 -2.38  0.37
H29 0.78 -1.08 0.25  0.54
H30 3.27 3.01 5.16  0.31
H31 -1.84 -0.73 -2.87  0.35
H32 -6.14 1.20 3.21  0.29
H33 -3.06 -3.36 -1.42  0.31
H34 0.92 2.36 0.64  0.08
H35 0.40 3.99 0.28  0.44
H36 3.59 4.33 3.96  0.26
H37 5.77 7.27 0.54  0.27
H38 -8.77 2.37 -2.06  0.30
H39 0.29 -1.06 -1.99  0.27
H40 -6.34 2.24 1.74  0.18
H41 6.65 -7.90 -1.00  0.28

---

Number 1: molar mass 604.2 g/mol, maximum force 0.86 eV/Å. Number 2: molar mass 508.3 g/mol, maximum force 4.61 eV/Å. Number 3: molar mass 639.4 g/mol, maximum force 0.46 eV/Å.